87
Properties=species:S:1:pos:R:3 method="wB97M-V/def2-TZVPD" gap_ha=0.2222 mol_weight_g_mol=777.37 charge=+3 lumo_energy_ev=-9.8 relative_energy_kcal_mol=82.1
Mn -0.60 1.08 -0.02
C -0.07 -0.51 5.40
C -1.25 -0.33 4.47
C -2.24 -1.26 4.40
C -3.49 -0.84 3.81
C -4.80 -1.58 3.90
C -3.51 0.33 2.96
C -2.46 1.21 2.85
C -2.52 2.46 2.00
C -1.27 0.92 3.65
H 0.86 -0.17 4.93
H 0.10 -1.52 5.71
H -0.24 0.07 6.25
H -2.30 -2.12 5.03
H -4.65 -2.61 3.74
H -5.66 -1.38 3.23
H -5.21 -1.42 4.94
H -4.42 0.57 2.45
H -1.62 3.11 2.23
H -3.40 3.07 2.02
H -2.49 2.09 0.95
H -0.74 1.79 4.01
N -3.19 1.82 -2.86
C -2.48 2.93 -3.22
C -1.43 2.98 -2.42
N -1.50 2.00 -1.48
C -2.61 1.31 -1.82
C -2.99 0.07 -1.13
N -2.11 -0.30 -0.21
C -2.46 -1.59 0.13
C -3.63 -1.92 -0.51
N -3.93 -0.83 -1.31
H -4.05 1.52 -3.27
H -2.75 3.63 -4.02
H -0.56 3.66 -2.35
H -1.79 -2.14 0.73
H -4.27 -2.84 -0.65
H -4.64 -0.85 -2.08
C 1.42 3.28 3.44
Si 1.64 2.18 1.97
C 1.34 3.04 0.28
C 3.10 1.04 2.06
Se 0.00 0.38 2.11
H 2.30 3.91 3.70
H 1.14 2.78 4.39
H 0.76 4.12 3.25
H 2.01 2.75 -0.55
H 1.54 4.11 0.47
H 0.27 3.00 0.08
H 4.02 1.45 1.84
H 2.92 0.19 1.40
H 2.96 0.69 3.17
C 0.51 0.15 -0.61
Ge 1.80 -1.03 -1.76
C 2.82 0.27 -2.65
C 3.53 1.32 -2.03
C 4.13 2.31 -2.70
C 4.22 2.26 -4.10
C 3.65 1.20 -4.74
C 2.91 0.26 -4.06
C 2.73 -2.10 -0.46
C 4.00 -2.54 -0.84
C 4.58 -3.58 -0.14
C 3.89 -4.19 0.87
C 2.59 -3.72 1.23
C 2.00 -2.65 0.56
C 0.43 -1.76 -2.88
C -0.12 -0.87 -3.77
C -1.22 -1.17 -4.57
C -1.74 -2.45 -4.51
C -1.17 -3.37 -3.67
C -0.07 -3.04 -2.90
H 3.65 1.32 -0.91
H 4.80 3.05 -2.26
H 4.65 3.00 -4.71
H 3.66 1.15 -5.84
H 2.40 -0.46 -4.60
H 4.52 -2.02 -1.63
H 5.60 -3.78 -0.29
H 4.26 -5.07 1.33
H 2.11 -4.29 2.04
H 0.98 -2.34 0.80
H 0.19 0.16 -3.91
H -1.64 -0.47 -5.30
H -2.64 -2.69 -5.02
H -1.55 -4.37 -3.65
H 0.45 -3.83 -2.38